Entry from OMol25: a single C4H2N2O molecule at a distorted geometry (ωB97M-V/def2-TZVPD).

Last column: Löwdin charge in e.
Element x y z (Å)
N -1.0095 -1.5436 2.9885  0.17
C -0.7620 -0.4745 2.6178  -0.23
C 0.1714 0.2388 1.8917  0.02
C 0.7193 0.0063 0.8345  0.10
C 1.1935 0.2300 -0.5008  -0.57
N 0.7061 -0.5867 -1.4640  0.18
O 1.9289 1.1829 -0.6540  0.09
H 0.1368 -1.3978 -1.2680  0.12
H 1.0605 -0.4381 -2.3952  0.12

The max |F| is 2.0 eV/Å. The calculation puts the energy above the lowest of the compared OMol25 structures with the same formula, charge and spin at 46.1 kcal per mole. The total energy comes out at -338.267892 Ha. As for the structure (SMILES): N#CC#CC(N)=O. As for the HOMO energy: -0.3876 Ha.


Entry from OMol25: 2 unconnected molecules or ions with the total composition C4H2N2O3 at a distorted geometry (ωB97M-V/def2-TZVPD).

Last column: Löwdin charge in e.
Element x y z (Å)
N -2.9721 -0.5884 -0.0215  0.04
N -1.7230 -0.3897 0.5261  0.00
C -0.5982 -0.7370 0.3380  -0.12
C 0.6396 -0.9884 0.1006  -0.02
C 1.8436 -1.3609 0.3763  -0.22
O 2.9631 -1.7294 0.5108  0.14
H -2.8656 -0.9968 -1.0477  0.16
H -3.5476 0.1431 0.1055  0.02
O 2.7175 1.5590 0.4053  0.20
C 2.0867 2.2251 -0.3018  -0.44
O 1.4561 2.8634 -0.9915  0.23

The max |F| is 6.9 eV/Å. The calculation puts the energy above the lowest of the compared OMol25 structures with the same formula, charge and spin at 31.4 kcal per mole. The total energy comes out at -488.765960 Ha. As for the structure (SMILES): NN=C=C=C=O.O=C=O. As for the HOMO energy: -0.3149 Ha.


Entry from OMol25: a single C4H2N2OS molecule at a distorted geometry (ωB97M-V/def2-TZVPD).

Last column: Löwdin charge in e.
Element x y z (Å)
C -1.0902 -0.4917 -2.7630  0.17
C -0.4550 -0.3837 -1.7367  -0.02
C 0.2303 -0.3347 -0.4995  -0.38
N 1.4548 -0.6818 -0.2630  0.11
N 1.7716 -0.3354 1.0776  0.07
C 0.6495 0.1838 1.4965  -0.77
S 0.3718 1.0521 3.0012  0.85
O -0.3305 0.2498 0.5874  0.05
H -1.6255 -0.4332 -3.6601  0.03
H -0.9768 1.1748 2.7596  -0.09

The max |F| is 2.4 eV/Å. The calculation puts the energy above the lowest of the compared OMol25 structures with the same formula, charge and spin at 31.9 kcal per mole. The total energy comes out at -736.458388 Ha. As for the structure (SMILES): C#Cc1nnc(S)o1. As for the HOMO energy: -0.3457 Ha.


Entry from OMol25: a molecular structure, C4H2N2OS at a distorted geometry (ωB97M-V/def2-TZVPD).

Last column: Löwdin charge in e.
Element x y z (Å)
C -1.7342 1.0889 -0.0860  -0.40
C 0.3239 0.6131 0.0494  -0.24
C -0.2217 -0.6791 -0.1544  -0.63
C 1.6737 -0.0638 0.0647  -0.33
N -0.5620 1.5913 -0.0243  0.04
N 0.9912 -1.3931 -0.2321  0.05
O 2.8461 0.1387 0.1801  0.14
S -1.8663 -0.7545 -0.0413  1.06
H -2.6545 1.7354 -0.2333  0.10
H 1.2037 -2.2770 0.4773  0.20

The max |F| is 4.1 eV/Å. The calculation puts the energy above the lowest of the compared OMol25 structures with the same formula, charge and spin at 25.8 kcal per mole. The total energy comes out at -736.468247 Ha. As for the HOMO energy: -0.3195 Ha.


Entry from OMol25: a single C4H2N2OS molecule at a distorted geometry (ωB97M-V/def2-TZVPD).

Last column: Löwdin charge in e.
Element x y z (Å)
C -1.9018 1.3804 -0.2134  0.12
C 1.4613 -1.5911 0.1585  -0.43
C -0.0232 0.2333 0.4311  -0.35
C -0.1041 -0.4121 -0.7885  -0.50
N 0.8185 -1.4106 -0.9301  0.05
N -0.9839 -0.0594 -1.7518  0.11
O -1.7790 0.9313 -1.4016  -0.10
S 1.0386 -0.5234 1.5018  0.97
H -2.1075 2.4108 -0.0051  0.06
H 2.2465 -2.3145 0.2738  0.07

The max |F| is 5.0 eV/Å. The calculation puts the energy above the lowest of the compared OMol25 structures with the same formula, charge and spin at 128.8 kcal per mole. The total energy comes out at -736.304064 Ha. As for the HOMO energy (spin up / spin down): -0.3115 / -0.3180 Ha.


Entry from OMol25: a single C4H2N2S molecule at a distorted geometry (ωB97M-V/def2-TZVPD).

Last column: Löwdin charge in e.
Element x y z (Å)
C -1.1364 -1.2315 -1.9056  -0.39
C 1.7161 1.0856 0.1727  0.10
C -0.2319 0.6414 1.5130  -0.41
C -0.9737 -0.5945 -0.7806  -0.51
N -1.0818 -1.7810 -2.9458  0.14
N 0.9049 0.8008 0.9776  -0.15
S -1.4880 -0.2694 0.6148  1.03
H 2.6475 0.4626 -0.1970  0.12
H -0.3566 0.8860 2.5509  0.07

The max |F| is 4.5 eV/Å. The calculation puts the energy above the lowest of the compared OMol25 structures with the same formula, charge and spin at 119.5 kcal per mole. The total energy comes out at -661.107485 Ha. As for the HOMO energy: -0.3143 Ha.


Entry from OMol25: 2 unconnected molecules or ions with the total composition C4H2N2S2 at a distorted geometry (ωB97M-V/def2-TZVPD).

Last column: Löwdin charge in e.
Element x y z (Å)
C 0.2920 -2.3690 1.0596  -0.39
C -0.1316 0.6855 -1.5925  -0.35
C 0.7082 -1.8138 -0.0483  0.08
C -0.4017 0.0949 -0.3543  -0.53
N -0.1314 -2.7591 2.0759  0.18
N -0.0118 1.2747 -2.5790  0.17
S -0.2554 2.9006 1.1729  0.34
S -0.4055 0.7452 1.1530  0.58
H 1.3008 -2.0505 -0.9195  0.07
H -0.9638 3.2915 0.0322  -0.15

The max |F| is 4.1 eV/Å. The calculation puts the energy above the lowest of the compared OMol25 structures with the same formula, charge and spin at 32.9 kcal per mole. The total energy comes out at -1059.273200 Ha. Its spin multiplicity is 3. As for the HOMO energy (spin up / spin down): -0.3145 / -0.3714 Ha.


Entry from OMol25: 2 unconnected molecules or ions with the total composition C4H2N4O at a distorted geometry (ωB97M-V/def2-TZVPD).

Last column: Löwdin charge in e.
Element x y z (Å)
C -0.0390 -1.9049 -2.0158  -0.07
C -0.6042 -1.0535 1.0475  -0.31
C 0.2701 0.0303 -0.8570  -0.09
C 0.1119 1.2818 0.9404  -0.12
N -0.0315 -2.8345 -2.6550  0.04
N -1.1998 -1.8983 1.5217  0.20
N 0.7367 1.0923 -1.2594  0.12
N 0.1218 -0.1179 0.5164  -0.01
O 0.7980 1.9016 -0.1337  -0.08
H -0.9286 1.7584 1.1073  0.16
H 0.7646 1.7447 1.7877  0.17

The max |F| is 7.7 eV/Å. The calculation puts the energy above the lowest of the compared OMol25 structures with the same formula, charge and spin at 127.3 kcal per mole. The total energy comes out at -447.608420 Ha. As for the HOMO energy: -0.3885 Ha.


Entry from OMol25: a single C4H2N4OS molecule at a distorted geometry (ωB97M-V/def2-TZVPD).

Last column: Löwdin charge in e.
Element x y z (Å)
O 2.5959 0.0340 0.9587  0.10
C 1.4545 0.2957 0.7165  -0.48
N 0.9053 1.2945 1.4711  0.11
C -0.3856 1.5816 1.2620  -0.14
N -1.1516 0.8065 0.3897  0.08
C -0.6408 -0.1764 -0.3329  -0.33
N -1.2396 -1.0652 -1.2385  -0.24
S -0.2386 -2.0853 -2.1418  1.02
N 1.0334 -1.4668 -1.2401  -0.21
C 0.7346 -0.6111 -0.2291  -0.16
H -0.8347 2.4615 1.8461  0.14
H -2.2329 -1.0690 -1.4617  0.11

The max |F| is 4.5 eV/Å. The calculation puts the energy above the lowest of the compared OMol25 structures with the same formula, charge and spin at 39.4 kcal per mole. The total energy comes out at -845.996009 Ha. As for the structure (SMILES): O=c1ncnc2[nH]snc1-2. As for the HOMO energy: -0.3316 Ha.


Entry from OMol25: a molecular structure, C4H2NiO2 at a distorted geometry (ωB97M-V/def2-TZVPD).

Last column: Löwdin charge in e.
Element x y z (Å)
O -0.5851 1.8342 -1.7654  0.40
C 0.1321 1.3347 -1.0472  -0.03
C 1.2268 0.6686 -0.3420  -0.08
C 1.4394 1.6119 0.6123  0.19
H 1.4442 1.3625 1.6749  0.13
H 2.3498 2.0990 0.0733  0.20
O -0.7350 -2.0494 -0.1650  0.00
C -1.8192 -2.3834 -0.2086  0.22
Ni 1.1312 -1.3181 0.0110  0.97

The max |F| is 5.6 eV/Å. The calculation puts the energy above the lowest of the compared OMol25 structures with the same formula, charge and spin at 0.0 kcal per mole. Its net charge is +2. The total energy comes out at -1811.439635 Ha. Its spin multiplicity is 3. As for the HOMO energy (spin up / spin down): -0.7271 / -0.7326 Ha.